{
  "formula": "C3H5N3O",
  "method": "wB97M-V/def2-TZVPD",
  "homo_lumo_gap_ev": 10.6,
  "e_tot_ev": -9709.0028,
  "smiles": "OCc1nc[nH]n1",
  "homo_ev": -9.90,
  "species": ["O", "N", "N", "N", "C", "C", "C", "H", "H", "H", "H", "H"],
  "coordinates": [[-1.993, 1.029, -0.525], [1.635, 0.429, -0.392], [0.609, -1.167, 0.704], [0.341, 0.709, -0.486], [1.780, -0.677, 0.351], [-1.755, -0.159, 0.191], [-0.255, -0.275, 0.166], [-2.107, -0.144, 1.241], [2.319, 1.109, -0.689], [2.748, -1.048, 0.639], [-1.081, 1.234, -0.936], [-2.242, -1.040, -0.262]]
}

---

{
  "formula": "C34H26Br2MnN3O4PS",
  "method": "wB97M-V/def2-TZVPD",
  "homo_lumo_gap_ev": [7.6, 7.8],
  "e_tot_ev": -239869.0504,
  "homo_ev": [-7.86, -7.99],
  "s2": 0.76,
  "multiplicity": 2,
  "species": ["Br", "Br", "Mn", "S", "P", "O", "O", "O", "O", "N", "N", "N", "C", "C", "C", "C", "C", "C", "C", "C", "C", "C", "C", "C", "C", "C", "C", "C", "C", "C", "C", "C", "C", "C", "C", "C", "C", "C", "C", "C", "C", "C", "C", "C", "C", "C", "H", "H", "H", "H", "H", "H", "H", "H", "H", "H", "H", "H", "H", "H", "H", "H", "H", "H", "H", "H", "H", "H", "H", "H", "H", "H"],
  "coordinates": [[-4.087, 1.238, -0.901], [-0.698, 0.833, -2.486], [-1.363, 0.738, -0.102], [-2.298, -2.049, 1.345], [0.773, -0.014, 0.185], [-1.141, -1.891, 2.200], [-2.533, -1.762, -2.288], [-2.273, 1.025, 1.783], [-3.571, -1.737, 1.937], [-1.170, 2.877, -0.068], [-1.846, 4.884, 0.603], [-2.065, -1.271, -0.075], [-2.620, -5.894, -0.907], [3.926, 2.512, -0.359], [0.841, -3.589, -1.781], [0.709, -2.243, -1.477], [2.326, 0.208, 4.039], [-2.510, -6.022, 0.477], [-2.609, -4.644, -1.512], [1.144, 0.181, 1.968], [-2.393, -4.903, 1.291], [-4.130, 0.886, -2.727], [4.590, 1.981, -1.455], [1.176, 0.639, 4.702], [2.269, 0.765, -0.513], [0.001, 0.855, 4.004], [1.228, -4.493, -0.801], [2.769, 1.909, 0.107], [0.601, 3.764, -1.683], [-0.238, 6.307, -0.725], [1.484, -4.045, 0.485], [2.944, 0.233, -1.607], [-2.377, -2.095, -1.130], [-2.471, -3.533, -0.700], [-2.016, 3.548, 0.674], [-2.371, -3.674, 0.664], [-0.810, 5.122, -0.278], [0.770, 6.191, -1.659], [-0.397, 3.856, -0.712], [0.015, 0.632, 2.633], [-1.086, 0.788, 1.700], [0.977, -1.787, -0.185], [1.174, 4.935, -2.134], [2.322, -0.024, 2.671], [1.362, -2.697, 0.794], [4.097, 0.844, -2.078], [-2.771, 3.101, 1.298], [-3.498, 0.076, -3.052], [1.766, -4.747, 1.260], [0.364, -1.550, -2.235], [1.207, 0.805, 5.770], [0.616, -3.931, -2.783], [2.252, 2.333, 0.959], [-0.575, 7.272, -0.369], [-2.319, -4.989, 2.367], [-2.693, -4.522, -2.584], [5.493, 2.453, -1.822], [3.236, 0.052, 4.605], [-2.716, -6.784, -1.515], [-2.519, -7.009, 0.922], [4.300, 3.403, 0.128], [-2.401, 5.568, 1.084], [0.889, 2.807, -2.087], [3.221, -0.353, 2.164], [-0.905, 1.180, 4.499], [-4.592, 1.635, -3.345], [1.314, -5.546, -1.036], [1.951, 4.881, -2.885], [4.613, 0.426, -2.933], [1.524, -2.372, 1.811], [1.245, 7.083, -2.045], [2.571, -0.657, -2.095]]
}

---

{
  "formula": "C49H68BN3O21S2",
  "method": "wB97M-V/def2-TZVPD",
  "homo_lumo_gap_ev": 7.8,
  "e_tot_ev": -121733.2808,
  "smiles": "CCC[C@@H](C)c1cc(OB(O)O)c(CCCSC(=S)n2ccnc2)c2c1C(=O)C(CCCCN(C)C(C)=O)=CC2=O.C[C@@H]1COC(=O)O1.C[C@@H]1COC(=O)O1.C[C@@H]1COC(=O)O1.C[C@@H]1COC(=O)O1.C[C@@H]1COC(=O)O1",
  "homo_ev": -8.73,
  "species": ["S", "S", "O", "O", "O", "O", "O", "O", "O", "O", "O", "O", "O", "O", "O", "O", "O", "O", "O", "O", "O", "O", "O", "N", "N", "N", "C", "C", "C", "C", "C", "C", "C", "C", "C", "C", "C", "C", "C", "C", "C", "C", "C", "C", "C", "C", "C", "C", "C", "C", "C", "C", "C", "C", "C", "C", "C", "C", "C", "C", "C", "C", "C", "C", "C", "C", "C", "C", "C", "C", "C", "C", "C", "C", "C", "B", "H", "H", "H", "H", "H", "H", "H", "H", "H", "H", "H", "H", "H", "H", "H", "H", "H", "H", "H", "H", "H", "H", "H", "H", "H", "H", "H", "H", "H", "H", "H", "H", "H", "H", "H", "H", "H", "H", "H", "H", "H", "H", "H", "H", "H", "H", "H", "H", "H", "H", "H", "H", "H", "H", "H", "H", "H", "H", "H", "H", "H", "H", "H", "H", "H", "H", "H", "H"],
  "coordinates": [[9.768, 3.625, -1.254], [7.421, 1.886, -0.709], [-0.658, -7.955, -8.168], [-5.729, 2.027, 0.833], [-6.038, 0.676, -0.943], [-1.833, -4.476, -2.551], [-0.465, 2.565, 2.399], [-3.855, -3.516, -2.733], [0.624, 2.453, -4.519], [-6.541, 5.715, 9.833], [6.480, -3.914, -4.143], [-5.601, 3.947, 10.859], [4.889, -5.354, -4.811], [6.978, -5.511, -5.623], [-7.812, 1.507, 0.145], [2.160, 1.091, -3.275], [-1.772, -9.721, -7.321], [-6.627, 3.699, 8.867], [-1.469, 5.584, 8.184], [4.598, 1.818, 1.264], [2.904, 3.133, -4.349], [-2.654, -4.008, -4.573], [-0.530, -8.436, -5.970], [10.348, -0.729, -2.965], [-2.302, 3.613, 7.455], [9.697, 1.202, -2.181], [-0.487, -9.757, -3.933], [1.305, 2.477, 4.617], [-2.332, -0.425, -2.266], [-0.957, -8.635, -7.246], [-1.676, -10.411, -6.072], [-7.190, -0.025, -1.430], [-1.241, 4.435, 7.952], [-3.157, 0.788, -1.798], [-2.366, 2.027, -1.311], [-2.875, -3.957, -3.237], [-1.457, 1.851, -0.051], [0.181, 3.925, 8.214], [4.840, 2.833, -1.354], [7.911, -3.914, -4.278], [-1.997, 0.706, 0.832], [-6.456, 1.462, 0.086], [0.643, 2.240, 2.071], [-7.517, 4.545, 8.130], [1.818, 1.332, -1.969], [9.572, -0.184, -2.113], [1.018, 1.893, 0.654], [0.477, 1.435, -1.627], [9.035, 2.199, -1.453], [-8.088, 6.992, 8.462], [-1.092, 2.697, 5.445], [-6.197, 4.407, 9.942], [1.678, 2.242, 3.166], [8.464, -2.515, -4.244], [-7.023, 5.923, 8.496], [3.410, 1.884, 1.427], [4.245, 1.398, -1.393], [6.330, 2.934, -1.738], [0.057, 1.693, 5.113], [-1.092, -5.183, -6.024], [-0.981, -5.129, -3.497], [8.092, -4.614, -5.600], [11.052, 0.241, -3.653], [-1.274, -4.372, -4.765], [6.008, -4.964, -4.853], [2.775, 1.486, -0.974], [-3.029, 3.145, 8.686], [2.390, 1.747, 0.334], [10.606, 1.422, -3.160], [-9.634, 0.214, -0.807], [0.046, 1.726, -0.342], [-8.316, 0.906, -1.057], [-1.802, 2.400, 6.789], [2.943, 2.073, 2.832], [-1.300, -9.302, -5.122], [1.909, 2.238, -4.031], [7.921, -1.868, -4.937], [8.921, -0.724, -1.444], [4.334, 1.066, -2.432], [-0.908, -11.184, -6.157], [-8.560, 7.044, 7.481], [-0.222, 1.310, -2.442], [8.327, -4.504, -3.457], [3.699, 2.079, 3.613], [-0.289, -8.918, -3.265], [-7.117, -0.182, -2.504], [6.450, 2.591, -2.770], [-8.441, 1.697, -1.802], [-2.951, -1.345, -2.227], [11.797, 0.080, -4.411], [-3.934, 0.485, -1.072], [-1.578, 2.767, 0.532], [-0.082, -5.587, -6.089], [-1.845, 2.472, -2.166], [-9.941, -0.369, -1.675], [-1.609, 0.719, 1.851], [-1.190, 1.774, 7.462], [-3.789, 3.875, 8.994], [4.287, 3.403, -2.113], [-1.807, -6.005, -6.063], [4.797, 0.677, -0.788], [-3.138, 2.752, -1.019], [1.252, 3.556, 4.783], [-0.687, -3.451, -4.822], [-1.013, -10.530, -3.372], [-7.445, 4.343, 7.064], [0.482, -10.142, -4.251], [9.029, -5.163, -5.660], [-0.311, 0.979, 4.377], [0.845, 4.785, 8.125], [-1.841, 2.656, 4.650], [-3.409, 2.131, 8.579], [0.234, 3.620, 9.266], [-1.448, -0.635, -1.659], [8.342, -2.088, -3.258], [-6.174, 6.218, 7.873], [0.498, 3.110, 7.563], [-0.754, 3.738, 5.483], [-7.656, 7.966, 8.690], [-8.852, 6.802, 9.217], [-1.794, -0.288, 0.422], [4.640, 3.318, -0.400], [6.621, 3.981, -1.626], [-2.286, 3.117, 9.502], [-8.540, 4.352, 8.463], [0.055, -5.052, -3.195], [-9.567, -0.445, 0.060], [2.161, 2.123, 5.205], [-3.087, 0.780, 0.912], [9.520, -2.500, -4.497], [0.308, 1.195, 6.054], [-1.262, -6.185, -3.551], [-1.275, -4.566, -6.904], [10.996, 2.352, -3.541], [-2.625, -10.878, -5.818], [-2.687, 1.797, 6.550], [0.245, 3.259, -4.155], [-2.183, -8.750, -4.786], [-7.244, -0.995, -0.931], [-10.412, 0.946, -0.588], [8.016, -3.940, -6.458], [2.701, 4.029, -4.069], [-3.717, 1.131, -2.681], [-2.055, -0.238, -3.311]]
}